{
  "formula": "C48H51N5O4P2PbS2",
  "method": "the ωB97M-V functional and the def2-TZVPD basis",
  "elements": ["Pb", "O", "C", "O", "C", "C", "C", "C", "C", "C", "P", "C", "C", "C", "C", "C", "C", "C", "C", "C", "C", "C", "C", "H", "H", "H", "H", "H", "H", "H", "H", "H", "H", "H", "H", "H", "H", "O", "S", "C", "C", "C", "C", "S", "O", "C", "C", "C", "C", "C", "C", "C", "C", "C", "C", "C", "C", "H", "H", "H", "H", "H", "H", "H", "H", "H", "H", "H", "H", "H", "H", "H", "H", "H", "H", "C", "N", "C", "N", "C", "N", "C", "P", "C", "C", "H", "H", "H", "H", "H", "H", "H", "H", "H", "H", "H", "H", "H", "N", "C", "N", "C", "C", "C", "C", "C", "C", "H", "H", "H", "H", "H", "H"],
  "positions_angstrom": [[-0.5006, 0.0123, -0.4040], [-2.1182, 3.2070, 0.7488], [-1.0512, 2.7578, 1.1770], [-0.1465, 2.1914, 0.4573], [-0.7791, 2.8647, 2.6552], [-0.9985, 4.0871, 3.2836], [-0.7547, 4.2322, 4.6380], [-0.3151, 3.1461, 5.3858], [-0.1195, 1.9216, 4.7719], [-0.3504, 1.7669, 3.4048], [-0.0245, 0.1461, 2.6284], [1.7669, 0.0755, 2.8689], [2.5432, 1.1408, 2.0900], [3.6433, 1.6529, 2.9946], [4.3405, 0.7780, 3.7001], [3.9893, -0.6887, 3.5584], [2.4704, -0.7906, 3.5907], [-0.8293, -1.0836, 3.6974], [-1.9898, -0.7266, 4.3887], [-2.7085, -1.6764, 5.0983], [-2.2850, -2.9979, 5.1249], [-1.1442, -3.3653, 4.4275], [-0.4258, -2.4181, 3.7119], [-1.3516, 4.9233, 2.6947], [-0.9046, 5.1920, 5.1142], [-0.1249, 3.2551, 6.4451], [0.2172, 1.0746, 5.3583], [1.8745, 1.9587, 1.8244], [3.8437, 2.7159, 3.0313], [5.1508, 1.0730, 4.3537], [4.4106, -1.2581, 4.3849], [2.0099, -1.5651, 4.1906], [-2.3228, 0.3038, 4.3948], [-3.5949, -1.3804, 5.6438], [-2.8390, -3.7358, 5.6892], [-0.8076, -4.3937, 4.4426], [0.4504, -2.7273, 3.1562], [-0.8096, -2.0779, -2.0058], [-0.8044, -3.4338, -2.6785], [-0.4754, -3.0670, -4.4318], [-1.2000, -1.7923, -4.8665], [-0.2153, -0.7607, -5.4143], [0.8302, -0.3069, -4.3847], [0.4311, 1.2924, -3.6475], [-0.4616, 0.9722, -2.4648], [2.0278, 1.6960, -2.9583], [3.1415, 1.8025, -3.7863], [4.3517, 2.1930, -3.2381], [4.4412, 2.4910, -1.8824], [3.3176, 2.4087, -1.0757], [2.0965, 2.0174, -1.6130], [0.7310, -4.2459, -2.2926], [0.6824, -5.5947, -1.9745], [1.8621, -6.2568, -1.6525], [3.0620, -5.5628, -1.6385], [3.0975, -4.2050, -1.9458], [1.9297, -3.5414, -2.2759], [-0.7941, -3.9569, -4.9767], [0.6037, -2.9781, -4.5532], [-1.7254, -1.3624, -4.0105], [-1.9479, -2.0193, -5.6255], [-0.7715, 0.0979, -5.7994], [0.3111, -1.1787, -6.2741], [1.8228, -0.2203, -4.8231], [0.8852, -0.9779, -3.5229], [3.0734, 1.5970, -4.8476], [5.2250, 2.2748, -3.8709], [5.3875, 2.8070, -1.4638], [3.3771, 2.6675, -0.0259], [1.2110, 1.9972, -0.9929], [-0.2631, -6.1233, -1.9781], [1.8401, -7.3119, -1.4160], [3.9791, -6.0803, -1.3895], [4.0362, -3.6674, -1.9237], [1.9420, -2.4792, -2.4879], [-5.6151, 3.6583, -1.1011], [-5.8972, 2.3634, -0.3155], [-6.5528, 1.3585, -1.2728], [-5.7449, 1.1444, -2.4192], [-5.5105, 2.4123, -3.1103], [-4.8421, 3.3883, -2.2568], [-3.4590, 3.0145, -1.9421], [-3.3510, 1.4239, -1.0027], [-4.6370, 1.8078, 0.2835], [-4.4851, 0.4494, -2.1086], [-5.0949, 4.3292, -0.4189], [-6.5930, 4.0629, -1.3642], [-6.5556, 2.5826, 0.4328], [-7.5132, 1.7927, -1.5522], [-6.7072, 0.4395, -0.7083], [-6.4715, 2.8196, -3.4294], [-4.8978, 2.2312, -3.9913], [-2.9789, 3.7951, -1.3546], [-2.9015, 2.8890, -2.8681], [-4.2328, 2.5381, 0.9831], [-4.9031, 0.8961, 0.8214], [-4.7135, -0.5161, -1.6508], [-3.9599, 0.2459, -3.0434], [2.7641, -2.9894, 1.3147], [1.6315, -2.7674, 0.6077], [1.5670, -1.5144, 0.1994], [2.7267, -0.9256, 0.6392], [3.0933, 0.5249, 0.7110], [4.6102, 0.5763, 0.6433], [5.3181, -0.2948, 1.3482], [4.5958, -1.3330, 2.1950], [3.4740, -1.8168, 1.3340], [3.0485, -3.8775, 1.6946], [0.9181, -3.5451, 0.3874], [2.6551, 1.0928, -0.1125], [5.0876, 1.3559, 0.0637], [6.3992, -0.2615, 1.3717], [5.2759, -2.1343, 2.4799]],
  "mulliken_charge": [2.734, -0.674, -0.908, -0.856, 0.671, -0.572, -0.736, -0.909, -0.292, 0.303, 1.337, 0.513, 0.494, -0.850, -1.231, -0.294, -1.421, 0.808, -0.873, -0.812, -0.615, -0.862, -0.250, 0.549, 0.447, 0.462, 0.497, 0.387, 0.579, 0.486, 0.623, 0.752, 0.397, 0.444, 0.410, 0.451, 0.176, -0.605, 0.012, -0.892, -0.163, -1.278, 0.622, -0.012, -0.039, 0.028, -0.668, -1.000, -0.341, -1.168, -0.506, 0.843, -0.554, -0.679, -0.684, -0.682, 0.260, 0.588, 0.412, -0.123, 0.486, 0.528, 0.376, 0.631, -1.070, 0.592, 0.442, 0.569, 0.881, 1.032, 0.478, 0.436, 0.469, 0.479, -0.105, -0.716, 0.073, -0.785, 0.185, -0.975, 0.183, -1.159, 1.163, -1.318, -1.420, 0.434, 0.328, 0.333, 0.375, 0.390, 0.298, 0.375, 0.436, 0.486, 0.572, 0.496, 0.499, 0.370, 0.423, -2.028, 1.001, -0.826, 1.933, -0.892, -1.130, -0.411, 0.393, 0.319, 0.422, 0.238, -0.071, 0.450, 0.600],
  "multiplicity": 1,
  "homo_lumo_gap_ha": 0.273,
  "total_energy_ev": -111725.117,
  "charge": 2
}